# 1
61
Properties=species:S:1:pos:R:3:forces:R:3 method="wB97M-V/def2-TZVPD" largest_force_ev_per_a=8.83 gap_ev=10.4 homo_ha=-0.32280 multiplicity=1 total_charge=-1
Al -0.068432 -0.114934 -0.223295 2.34 1.96 -0.63
C -3.613987 3.825074 -4.394680 -0.54 -0.77 1.20
F -4.759011 3.825178 -5.160081 2.07 0.46 0.47
F -2.711939 4.761627 -4.697895 -0.69 -0.29 -0.90
F -3.998805 4.094049 -3.136283 -0.29 0.19 -0.04
S -2.918601 2.073225 -4.342988 -2.36 1.23 -4.03
O -4.062637 1.351981 -3.943901 -0.95 -1.19 1.04
O -2.442737 1.833394 -5.676898 0.64 -0.02 0.32
N -1.856045 2.272604 -3.266466 3.72 -1.64 3.02
S -0.672834 1.210955 -2.995990 -1.88 1.68 -4.74
O -0.408453 1.116962 -1.553535 0.28 -1.38 2.45
O -0.601100 0.024543 -3.822385 -0.50 0.87 1.74
C 0.779995 2.195305 -3.500785 0.14 -2.46 1.82
F 0.688426 2.577653 -4.727065 0.12 0.93 -0.46
F 1.035567 3.074524 -2.575136 -0.30 2.32 -0.09
F 1.749822 1.300461 -3.328688 1.21 -0.80 -0.91
C 0.366866 2.702999 1.534572 2.45 0.35 0.94
F 0.972180 3.088428 0.440655 -0.14 1.29 -1.50
F 0.290512 3.728226 2.382420 -0.32 -0.90 -0.28
F -0.791721 2.193954 1.240637 -1.37 0.21 0.02
S 1.524710 1.338899 2.050960 3.92 2.59 1.06
O 1.065525 0.815615 3.286083 -0.48 -0.97 -0.18
O 1.459309 0.546267 0.758813 -2.31 -1.03 -0.87
N 2.988127 2.005900 1.997412 -1.77 -0.46 0.40
S 4.228756 1.889810 3.099907 -1.95 0.13 0.55
O 3.770512 2.047431 4.488844 0.91 -1.27 -2.14
O 5.074995 0.855972 2.518888 -0.45 1.57 1.79
C 5.183617 3.570997 2.994174 0.40 1.84 0.84
F 5.831183 3.833448 4.188178 -0.82 -1.21 -1.24
F 6.083768 3.443705 2.059627 0.69 -0.20 -0.64
F 4.536216 4.756558 2.757961 -0.42 -1.76 -0.04
C 1.686127 -2.486335 1.202756 0.29 0.96 2.90
F 2.402324 -1.586084 1.888923 0.23 0.30 -0.89
F 2.294261 -3.628425 1.485365 -1.09 -0.15 -0.37
F 0.444011 -2.361817 1.771989 0.34 -0.89 -1.02
S 1.667259 -2.298355 -0.630860 5.23 -3.56 0.02
O 0.503088 -1.560035 -1.082922 -3.28 2.07 0.26
O 2.905886 -1.631054 -0.900218 -1.03 -0.14 0.13
N 1.453629 -3.764138 -1.039569 -1.72 1.88 1.13
S 2.613005 -4.815495 -1.279155 1.22 1.48 -0.43
O 3.582688 -4.119564 -2.057843 1.28 -0.64 0.09
O 2.988568 -5.629278 -0.170712 -0.53 -0.13 -0.30
C 1.677306 -5.725366 -2.506857 0.64 1.09 -1.45
F 2.278571 -6.864386 -2.649313 0.58 -1.78 -0.56
F 0.422916 -5.906907 -2.229569 -1.14 -0.18 0.18
F 1.794804 -5.014338 -3.676935 -0.58 -0.83 0.89
C -3.446918 0.731120 0.230199 -2.13 2.27 1.56
F -3.482532 1.897688 1.059656 0.19 -2.53 -1.54
F -4.702729 0.442978 -0.114552 0.76 -0.19 0.69
F -2.812089 1.066824 -0.852795 0.70 0.01 -0.72
S -2.626332 -0.670777 1.134567 -5.83 3.95 5.33
O -3.063603 -1.874039 0.666800 -0.01 -4.30 -3.33
O -1.265967 -0.195304 1.001740 2.78 -0.31 -0.39
N -3.172141 -0.366753 2.572259 2.34 0.62 -0.98
S -3.861860 -1.392898 3.572662 -3.74 -0.35 0.10
O -4.173961 -0.738184 4.823642 0.83 -0.35 -1.21
O -4.964738 -2.092515 2.910759 1.70 0.60 0.66
C -2.644812 -2.699551 3.991232 -0.95 1.07 1.21
F -2.048866 -3.120944 2.877906 0.47 -0.29 0.96
F -1.839712 -2.181550 4.935186 0.79 -0.48 -1.13
F -3.331967 -3.655329 4.612598 0.32 -0.51 -0.72

***

# 2
26
Properties=species:S:1:pos:R:3:forces:R:3 method="wB97M-V/def2-TZVPD" e_above_lowest_kcal_mol=0.8 largest_force_ev_per_a=0.48 gap_ev=11.9 homo_ha=-0.42432 multiplicity=1 smiles=FC(F)(F)C(F)(F)C(F)(F)C(F)(F)C(F)(F)C(F)(F)C(F)(F)C(F)(F)Br
F -0.399743 -4.030855 -0.977436 -0.27 0.01 0.03
C 0.736472 -3.871287 -0.310843 0.06 -0.01 -0.02
F 1.237987 -5.068766 -0.050494 0.12 -0.20 0.26
F 1.593264 -3.224154 -1.092365 0.19 0.16 0.01
C 0.508867 -3.092486 1.023396 0.01 -0.09 -0.01
F 1.703176 -2.785242 1.552761 0.05 0.08 -0.13
F -0.109386 -3.913487 1.888222 -0.25 0.00 -0.15
C -0.358155 -1.799045 0.899761 0.02 -0.01 -0.12
F -0.453349 -1.251508 2.121625 0.32 0.00 0.12
F -1.599020 -2.139491 0.520096 -0.02 -0.14 -0.14
C 0.195648 -0.744261 -0.112635 -0.12 0.08 0.17
F 1.530419 -0.657996 -0.018087 0.08 0.07 0.25
F -0.091451 -1.163665 -1.352918 -0.28 0.00 -0.08
C -0.404397 0.677796 0.148912 0.25 -0.04 -0.14
F -1.707876 0.592208 0.440812 -0.22 -0.13 -0.22
F 0.219684 1.184943 1.225035 0.24 0.01 -0.10
C -0.211381 1.634019 -1.069150 -0.11 0.01 0.09
F -0.916452 1.154463 -2.107025 -0.28 0.12 0.08
F 1.080387 1.640842 -1.432341 0.12 0.05 0.13
C -0.688570 3.108963 -0.839708 -0.11 0.02 -0.17
F -2.007584 3.108605 -0.589775 -0.01 -0.10 0.14
F -0.506731 3.749262 -2.005753 0.29 -0.19 -0.10
C 0.020405 3.899244 0.297793 -0.02 0.47 0.10
F -0.551960 3.611153 1.464617 -0.20 -0.02 0.12
F 1.310409 3.574868 0.382110 0.17 -0.05 -0.17
Br -0.130663 5.805878 -0.006608 -0.03 -0.08 0.05

***

# 3
18
Properties=species:S:1:pos:R:3:forces:R:3 method="wB97M-V/def2-TZVPD" e_above_lowest_kcal_mol=22.4 largest_force_ev_per_a=1.75 gap_ev=10.0 homo_ha=-0.32706 multiplicity=1 smiles=CCc1ccccc1
C 2.409972 -0.478918 1.400483 -0.10 0.18 1.28
C 1.765826 -0.944968 0.114396 -1.19 -0.40 -1.22
C -0.688007 -0.762825 0.591662 -0.73 0.75 0.69
C 0.405766 -0.290249 -0.117007 0.93 -0.96 -0.63
C 0.244148 0.694347 -1.074972 -1.55 -0.26 -0.29
C -1.003170 1.344209 -1.141187 0.17 0.11 0.15
C -2.118360 0.825632 -0.511677 0.59 0.78 0.55
C -1.940234 -0.195407 0.412251 -0.13 -0.01 -0.13
H 2.581733 -1.275104 2.121792 0.27 -0.43 -0.27
H 3.338543 0.079914 1.334351 0.08 0.01 -0.42
H 1.722874 0.146823 1.982752 -0.01 0.21 -0.40
H 1.557437 -2.016698 0.082114 0.24 -0.13 0.52
H 2.314428 -0.810313 -0.817377 0.59 0.41 0.29
H -0.584103 -1.522294 1.351381 0.24 -0.13 0.08
H 0.823089 0.753810 -1.991699 1.08 0.67 0.74
H -1.028048 2.356799 -1.522946 -0.31 -0.27 -1.03
H -3.072612 1.315219 -0.637162 -0.09 0.06 0.17
H -2.773528 -0.413991 1.063752 -0.08 -0.60 -0.10